[1]
{"formula": "C3H4NO2", "method": "the ωB97M-V functional and the def2-TZVPD basis", "symbols": ["C", "C", "C", "N", "O", "O", "H", "H", "H", "H"], "xyz": [[0.6533, 1.8895, -0.1648], [-0.8343, 2.0724, 0.0754], [3.3362, 0.9813, -0.8783], [1.7557, 2.1845, 0.2448], [-0.2516, 1.3299, -1.0122], [4.1330, 0.4658, -1.4784], [-1.3312, 1.6115, 0.9279], [-1.1370, 3.1322, -0.2746], [-3.0354, -6.8262, 1.7271], [-3.2888, -6.8409, 0.8331]], "forces_ev_per_a": [[-0.712, -0.869, -1.215], [-0.253, 2.866, -1.312], [-0.002, -0.076, -0.551], [0.302, -0.422, 0.092], [0.866, 0.244, 1.710], [-0.680, 0.506, 0.702], [0.266, -0.417, -0.261], [0.214, -1.834, 0.836], [-1.085, -0.062, -3.829], [1.085, 0.063, 3.829]], "homo_ha": -0.5494, "fmax_ha_per_bohr": 0.07740, "e_above_lowest_kj_mol": 684.4, "total_charge": 1, "lumo_energy_ev": -8.780, "homo_lumo_gap_ha": 0.22677, "total_energy_ha": -321.4057}

[2]
{"formula": "C3H4NO2", "method": "the ωB97M-V functional and the def2-TZVPD basis", "symbols": ["C", "C", "C", "N", "O", "O", "H", "H", "H", "H"], "xyz": [[-0.9074, -0.6661, -0.5515], [-0.9423, -1.3362, 0.5445], [-0.0922, 0.4551, -0.8750], [0.8382, 0.8243, 0.4208], [0.0392, 1.0455, -1.8849], [-0.7313, -1.9929, 1.4865], [-1.3164, -1.2261, -1.4541], [0.8689, 1.8972, 0.6619], [1.7558, 0.3740, 0.3460], [0.4875, 0.6252, 1.3058]], "forces_ev_per_a": [[-1.239, -0.210, -5.116], [-0.392, -1.779, 2.836], [1.029, 1.358, -0.442], [0.416, 3.626, -0.821], [0.189, 0.023, 0.864], [0.345, -1.010, 2.333], [0.141, 1.306, 0.277], [0.759, -1.917, -1.803], [0.094, 0.535, -0.120], [-1.341, -1.933, 1.993]], "homo_ha": [-0.4170, -0.6439], "fmax_ha_per_bohr": 0.10244, "e_above_lowest_kj_mol": 47.7, "total_charge": 1, "lumo_energy_ev": [-4.908, -8.584], "homo_lumo_gap_ha": [0.23667, 0.32846], "total_energy_ha": -321.4821, "s2": 2.019, "multiplicity": 3}

[3]
{"formula": "C3H4NO3S", "method": "the ωB97M-V functional and the def2-TZVPD basis", "symbols": ["O", "C", "O", "O", "N", "C", "C", "S", "H", "H", "H", "H"], "xyz": [[2.1706, 0.3968, 2.5565], [1.6875, -0.6675, 2.3822], [1.4698, -1.6660, 2.9239], [1.1752, -0.7482, 0.7885], [0.1858, 0.0150, 0.2967], [0.1519, 0.0437, -0.9420], [-1.0881, 0.6140, -1.6355], [-2.5888, 0.1152, -0.6531], [0.7481, -0.2021, -1.8726], [-1.0001, 0.2815, -2.6302], [-1.1722, 1.7238, -1.6310], [-1.7397, 0.0938, 0.4165]], "forces_ev_per_a": [[1.168, 2.443, 0.367], [-0.559, 2.495, -2.000], [-0.884, -4.247, 1.699], [0.462, -0.499, -0.140], [1.380, -1.239, 1.847], [-1.391, 1.577, -4.466], [-0.598, 1.420, 2.339], [0.402, -0.019, -0.456], [0.880, -0.725, 2.247], [-0.789, -0.518, -1.251], [0.518, -0.588, -0.180], [-0.589, -0.101, -0.006]], "homo_ha": -0.1688, "fmax_ha_per_bohr": 0.09600, "smiles": "O=C([O-])O/N=C/CS", "e_above_lowest_kj_mol": 262.2, "total_charge": -1, "lumo_energy_ev": 3.413, "homo_lumo_gap_ha": 0.29421, "total_energy_ha": -795.3520}

[4]
{"formula": "C3H4NO3S", "method": "the ωB97M-V functional and the def2-TZVPD basis", "symbols": ["C", "C", "C", "N", "O", "O", "O", "S", "H", "H", "H", "H"], "xyz": [[1.4864, 0.1839, 0.2629], [-2.2487, 0.1030, 0.2526], [0.0347, -0.6294, -0.4014], [-0.9973, 0.2950, -0.4208], [-3.0910, 0.9832, 0.0808], [-2.2843, -0.8638, 0.9979], [4.0300, 0.4984, 0.5289], [3.0017, -0.4834, 0.0772], [1.2929, 1.2790, 0.6213], [0.3458, -1.0039, -1.3152], [-0.4589, -1.4013, 0.4215], [-1.1114, 1.0393, -1.1058]], "forces_ev_per_a": [[-1.035, -1.134, -1.276], [0.508, 0.665, 0.491], [0.289, 0.709, 5.167], [-0.619, 1.456, -1.357], [-0.634, 0.885, -0.785], [-0.093, -2.114, 1.202], [0.556, -0.556, -0.154], [-2.369, 2.305, 0.836], [0.616, -2.196, -0.515], [0.600, -0.992, -1.700], [1.644, 1.404, -2.005], [0.536, -0.433, 0.096]], "homo_ha": -0.1698, "fmax_ha_per_bohr": 0.10159, "e_above_lowest_kj_mol": 204.6, "total_charge": -1, "lumo_energy_ev": 2.988, "homo_lumo_gap_ha": 0.27960, "total_energy_ha": -795.3739}

[5]
{"formula": "C3H4NOP", "method": "the ωB97M-V functional and the def2-TZVPD basis", "symbols": ["C", "C", "P", "H", "H", "H", "N", "C", "O", "H"], "xyz": [[-1.6038, 0.8128, 0.9796], [-1.5321, 0.2496, -0.1755], [-1.4966, -0.6161, -1.5968], [-0.6505, 0.7577, 1.6054], [-2.5397, 1.1897, 1.4571], [-0.6950, 0.2432, -2.2456], [2.4956, -0.4642, 0.5710], [1.8698, -0.6060, -0.4375], [1.1951, -0.5332, -1.3568], [2.9572, -1.0335, 1.1990]], "forces_ev_per_a": [[0.715, 0.097, 2.242], [-0.450, -0.854, -1.946], [-1.151, -0.819, 2.014], [-1.509, 0.052, -0.514], [0.998, 0.134, -0.694], [0.442, 1.508, -1.134], [-0.365, 1.201, -0.562], [0.757, 0.215, 1.723], [-0.286, -0.279, -2.150], [0.851, -1.254, 1.022]], "homo_ha": -0.3158, "fmax_ha_per_bohr": 0.04785, "smiles": "C=C=P.N=C=O", "e_above_lowest_kj_mol": 177.4, "total_charge": 0, "lumo_energy_ev": 0.474, "homo_lumo_gap_ha": 0.33321, "total_energy_ha": -587.9588}

[6]
{"formula": "C3H4NOS", "method": "the ωB97M-V functional and the def2-TZVPD basis", "symbols": ["C", "C", "C", "N", "O", "S", "H", "H", "H", "H"], "xyz": [[-0.9280, 0.9807, -0.2597], [-0.2931, -0.2977, 1.4005], [0.8303, -0.4971, -0.9161], [-1.2088, 0.4091, 0.8574], [-0.0730, 0.5554, -1.1058], [1.2839, -0.7781, 0.8800], [-1.3088, 1.9194, -0.4920], [-0.4479, -0.6687, 2.3195], [0.3073, -1.3521, -1.2190], [1.8382, -0.2709, -1.4648]], "forces_ev_per_a": [[-1.287, 1.158, 0.437], [0.824, -0.721, 0.283], [2.169, 1.327, 0.550], [-0.016, 0.517, -0.139], [2.673, -0.400, -1.944], [-0.229, 0.624, -1.866], [-1.168, 1.273, -0.668], [-0.757, -1.527, 3.314], [-0.147, -1.806, -0.661], [-2.061, -0.444, 0.695]], "homo_ha": [-0.4662, -0.5968], "fmax_ha_per_bohr": 0.07247, "e_above_lowest_kj_mol": 0.0, "total_charge": 1, "lumo_energy_ev": [-4.256, -9.476], "homo_lumo_gap_ha": [0.30978, 0.24859], "total_energy_ha": -644.4444, "s2": 2.011, "multiplicity": 3}

[7]
{"formula": "C3H4NP", "method": "the ωB97M-V functional and the def2-TZVPD basis", "symbols": ["C", "C", "C", "N", "P", "H", "H", "H", "H"], "xyz": [[-0.6885, 0.1464, -0.2880], [-0.0646, 0.5808, 0.8634], [0.3429, -0.2319, -1.2883], [1.6049, -0.0982, -0.9900], [1.7131, 0.5326, 0.5860], [-1.7596, 0.1851, -0.6046], [-0.6913, 1.2317, 1.4582], [-0.0627, -0.4067, -2.3328], [1.5960, -0.7099, 1.1499]], "forces_ev_per_a": [[1.297, 0.248, -0.065], [-2.217, 0.685, -2.293], [-0.719, 0.884, -0.868], [-1.610, -0.579, -0.747], [0.019, 0.653, 0.302], [1.017, -0.021, 0.725], [0.341, -0.387, 0.991], [1.053, -0.374, 1.063], [0.819, -1.109, 0.892]], "homo_ha": -0.3641, "fmax_ha_per_bohr": 0.06345, "e_above_lowest_kj_mol": 40.1, "total_charge": 0, "lumo_energy_ev": 0.080, "homo_lumo_gap_ha": 0.36702, "total_energy_ha": -512.7606}

[8]
{"formula": "C3H4NP", "method": "the ωB97M-V functional and the def2-TZVPD basis", "symbols": ["C", "C", "C", "N", "P", "H", "H", "H", "H"], "xyz": [[-2.3709, 0.1338, -0.0210], [0.8920, -0.0262, -0.7633], [0.8317, -0.0082, 0.7507], [-3.2055, 0.9353, -0.0352], [-0.1168, -1.4293, 0.0429], [0.1707, 0.6472, -1.3815], [1.8614, -0.5223, -1.2084], [1.7248, -0.3404, 1.3114], [0.2126, 0.6101, 1.3042]], "forces_ev_per_a": [[2.175, -1.441, 0.065], [-0.373, -0.837, -0.388], [1.452, -1.841, -1.178], [0.109, -0.149, -0.006], [-1.737, 2.216, -0.405], [1.878, -1.198, 1.101], [-2.061, 1.486, 0.623], [-0.433, 0.265, -0.469], [-1.009, 1.500, 0.658]], "homo_ha": -0.3881, "fmax_ha_per_bohr": 0.05532, "e_above_lowest_kj_mol": 281.8, "total_charge": 0, "lumo_energy_ev": -2.075, "homo_lumo_gap_ha": 0.31184, "total_energy_ha": -512.6686}

[9]
{"formula": "C3H4NS", "method": "the ωB97M-V functional and the def2-TZVPD basis", "symbols": ["C", "C", "C", "N", "S", "H", "H", "H", "H"], "xyz": [[0.8204, 0.2427, 0.3667], [-1.4060, 1.0565, -0.0427], [0.9732, -1.1847, 0.0637], [-0.2296, 0.9374, 0.3976], [2.4524, 0.0359, 0.1010], [-2.3968, 1.2939, 0.4381], [-1.5964, 0.9672, -1.1147], [0.9284, -1.9671, 0.7895], [0.4545, -1.3818, -0.9993]], "forces_ev_per_a": [[-0.298, -0.820, -0.471], [-1.166, 0.529, -0.690], [-0.714, 1.034, -2.799], [-1.119, -0.008, 0.548], [-0.688, -0.444, 0.074], [1.668, -0.053, 0.683], [0.525, -0.065, -0.162], [0.171, -0.206, 0.472], [1.620, 0.034, 2.344]], "homo_ha": -0.5560, "fmax_ha_per_bohr": 0.05966, "e_above_lowest_kj_mol": 189.9, "total_charge": 1, "lumo_energy_ev": -5.582, "homo_lumo_gap_ha": 0.35085, "total_energy_ha": -569.2752}

[10]
{"formula": "C3H4NS", "method": "the ωB97M-V functional and the def2-TZVPD basis", "symbols": ["C", "C", "C", "N", "S", "H", "H", "H", "H"], "xyz": [[0.1544, 1.2257, -0.0015], [1.5565, 0.9673, -0.0024], [-0.2300, -1.1118, 0.0011], [-0.6733, 0.2153, 0.0122], [1.9400, -0.5877, -0.0007], [-0.2201, 2.2418, -0.0205], [-0.4416, -1.6890, 0.8922], [-0.4075, -1.6585, -0.9177], [-1.6784, 0.3970, 0.0372]], "forces_ev_per_a": [[-1.131, -0.130, -0.004], [2.117, -1.045, -0.068], [3.034, -0.737, 0.010], [-0.214, 1.135, -0.016], [-3.238, 0.654, 0.039], [-0.352, -0.069, 0.067], [-0.159, 0.077, 0.186], [-0.164, 0.099, -0.171], [0.107, 0.017, -0.042]], "homo_ha": -0.5183, "fmax_ha_per_bohr": 0.06425, "e_above_lowest_kj_mol": 246.2, "total_charge": 1, "lumo_energy_ev": -7.188, "homo_lumo_gap_ha": 0.25417, "total_energy_ha": -569.2538}